A 17-piece molecular cluster, C87H142N13O21 overall at a distorted geometry. Source: the OMol25 dataset; level of theory: ωB97M-V/def2-TZVPD.

Cartesian coordinates (Å):
C: 4.671 12.605 -8.177
C: 5.662 13.373 -7.285
C: 5.231 13.277 -5.795
C: 5.610 12.035 -5.058
C: 7.093 12.024 -4.985
C: 7.775 11.979 -6.433
N: 7.069 12.921 -7.419
O: 7.601 13.118 -8.660
C: 7.684 10.553 -7.074
C: 9.274 12.512 -6.138
C: 5.813 14.903 -7.481
H: 4.748 11.542 -7.952
H: 4.800 12.691 -9.256
H: 3.622 12.860 -8.028
H: 4.141 13.259 -5.782
H: 5.376 14.215 -5.259
H: 5.294 11.053 -5.410
H: 5.114 12.088 -4.089
H: 7.378 11.246 -4.277
H: 7.472 12.978 -4.617
H: 8.167 9.885 -6.361
H: 8.182 10.568 -8.044
H: 6.686 10.133 -7.204
H: 9.248 13.572 -5.885
H: 9.819 12.323 -7.064
H: 9.731 11.996 -5.294
H: 5.939 15.222 -8.515
H: 6.578 15.356 -6.850
H: 4.907 15.469 -7.266
C: 16.935 16.780 6.243
C: 15.447 16.373 6.410
C: 14.672 17.713 6.765
C: 14.179 18.602 5.596
C: 13.637 17.857 4.339
C: 14.489 16.610 3.944
N: 14.918 15.738 5.177
O: 15.008 14.344 4.967
C: 15.687 17.274 3.161
C: 13.606 15.728 3.013
C: 15.243 15.371 7.589
H: 17.639 16.086 5.786
H: 17.373 17.185 7.156
H: 17.033 17.660 5.608
H: 15.102 18.207 7.636
H: 13.733 17.387 7.212
H: 14.897 19.293 5.153
H: 13.443 19.262 6.054
H: 13.663 18.629 3.570
H: 12.579 17.620 4.451
H: 15.295 17.769 2.272
H: 16.424 16.497 2.960
H: 16.149 18.011 3.817
H: 12.753 15.294 3.534
H: 14.121 14.881 2.559
H: 13.369 16.222 2.070
H: 15.740 15.564 8.540
H: 15.788 14.477 7.288
H: 14.210 15.032 7.651
C: 7.402 15.888 -14.568
C: 8.394 16.930 -13.865
C: 8.196 18.468 -14.215
C: 7.010 19.092 -13.518
C: 7.024 19.055 -12.016
C: 7.294 17.722 -11.351
N: 8.104 16.814 -12.278
O: 8.762 15.799 -11.603
C: 5.919 17.027 -11.099
C: 7.924 17.939 -9.959
C: 9.894 16.638 -14.098
H: 7.727 14.893 -14.264
H: 7.406 16.110 -15.635
H: 6.401 15.968 -14.146
H: 8.014 18.577 -15.284
H: 9.073 19.061 -13.956
H: 6.229 18.580 -14.080
H: 6.948 20.145 -13.792
H: 5.981 19.307 -11.823
H: 7.644 19.866 -11.634
H: 6.141 16.017 -10.754
H: 5.275 17.102 -11.975
H: 5.249 17.473 -10.363
H: 8.974 18.231 -9.969
H: 8.029 17.009 -9.401
H: 7.520 18.685 -9.274
H: 10.390 15.927 -13.437
H: 10.538 17.473 -13.825
H: 10.153 16.279 -15.094
C: 16.966 20.434 1.089
N: 16.996 19.363 0.095
C: 17.809 18.260 0.201
C: 17.871 17.302 -0.813
C: 17.223 17.535 -2.075
C: 16.329 18.611 -2.117
C: 16.187 19.487 -0.950
C: 17.261 16.503 -3.132
C: 17.277 17.040 -4.387
C: 17.382 16.252 -5.459
N: 17.418 14.936 -5.343
C: 17.361 14.328 -4.118
C: 17.384 15.151 -2.907
C: 17.239 14.109 -6.566
H: 16.746 21.367 0.568
H: 18.003 20.541 1.405
H: 16.248 20.146 1.857
H: 18.347 18.128 1.128
H: 18.420 16.382 -0.674
H: 15.621 18.736 -2.923
H: 15.575 20.376 -0.979
H: 17.252 18.107 -4.554
H: 17.312 16.681 -6.447
H: 17.162 13.266 -4.122
H: 17.480 14.743 -1.912
H: 16.174 13.905 -6.672
H: 17.853 13.219 -6.424
H: 17.623 14.626 -7.445
C: 13.818 15.953 -0.511
N: 13.541 15.963 -1.981
C: 13.124 17.143 -2.489
C: 12.948 17.284 -3.850
C: 13.228 16.148 -4.630
C: 13.602 14.910 -4.058
C: 13.734 14.886 -2.723
C: 12.887 16.181 -6.087
C: 11.783 15.533 -6.633
C: 11.449 15.708 -8.009
N: 12.186 16.423 -8.826
C: 13.156 17.135 -8.313
C: 13.477 17.095 -6.957
C: 11.970 16.504 -10.327
H: 14.792 16.416 -0.348
H: 13.778 14.923 -0.155
H: 12.974 16.503 -0.097
H: 13.036 18.022 -1.867
H: 12.689 18.244 -4.272
H: 13.783 13.994 -4.602
H: 13.983 13.985 -2.182
H: 11.098 14.882 -6.110
H: 10.491 15.341 -8.347
H: 13.560 17.867 -8.997
H: 14.162 17.810 -6.524
H: 11.502 15.572 -10.645
H: 12.947 16.447 -10.809
H: 11.408 17.414 -10.535
C: 9.276 20.602 -1.734
C: 9.389 19.071 -1.743
N: 9.096 18.558 -0.406
C: 7.856 18.503 0.183
C: 8.038 17.728 1.363
N: 9.399 17.579 1.623
C: 10.027 18.051 0.509
C: 10.062 16.991 2.821
H: 10.169 21.054 -1.303
H: 8.313 20.805 -1.267
H: 9.314 21.013 -2.743
H: 10.420 18.892 -2.047
H: 8.645 18.559 -2.353
H: 6.929 18.783 -0.297
H: 7.425 17.166 2.051
H: 11.028 17.861 0.153
H: 11.141 17.062 2.681
H: 9.850 15.923 2.770
H: 9.951 17.534 3.760
C: 21.268 20.170 -6.570
C: 20.218 19.131 -6.987
N: 18.996 19.727 -7.367
C: 18.110 20.508 -6.591
C: 16.953 20.593 -7.217
N: 17.110 20.104 -8.451
C: 18.341 19.574 -8.546
C: 16.035 20.028 -9.461
H: 21.923 19.632 -5.886
H: 21.010 21.026 -5.946
H: 21.709 20.621 -7.459
H: 20.114 18.278 -6.317
H: 20.643 18.531 -7.792
H: 18.417 20.843 -5.611
H: 15.978 20.960 -6.932
H: 18.767 19.067 -9.399
H: 16.341 19.274 -10.186
H: 15.956 20.963 -10.016
H: 15.095 19.977 -8.912
C: 14.574 11.773 1.385
C: 13.062 12.090 0.999
N: 12.186 12.318 2.104
C: 11.209 13.363 2.097
C: 10.691 13.409 3.343
N: 11.386 12.472 4.148
C: 12.284 11.790 3.352
C: 11.148 12.237 5.551
H: 15.117 12.599 1.845
H: 15.152 11.288 0.599
H: 14.578 11.060 2.209
H: 12.702 11.271 0.376
H: 12.966 12.934 0.316
H: 10.956 13.792 1.139
H: 9.860 13.873 3.852
H: 13.071 11.084 3.571
H: 10.165 12.537 5.913
H: 11.833 12.908 6.068
H: 11.403 11.233 5.889
C: 13.117 21.329 1.319
C: 13.105 20.124 0.358
O: 13.152 20.312 -0.889
O: 13.127 18.944 0.752
H: 14.112 21.762 1.420
H: 12.984 20.959 2.336
H: 12.274 21.959 1.034
C: 12.856 19.972 -11.756
C: 11.416 20.454 -11.832
O: 11.171 21.663 -11.789
O: 10.528 19.566 -11.887
H: 13.244 20.204 -10.764
H: 13.399 20.444 -12.576
H: 12.969 18.919 -12.013
C: 12.261 21.023 -4.728
C: 13.448 20.738 -5.647
O: 14.319 20.071 -5.118
O: 13.483 21.232 -6.840
H: 12.023 22.070 -4.541
H: 12.417 20.597 -3.737
H: 11.373 20.553 -5.150
C: 17.469 13.353 2.364
C: 17.635 13.765 0.921
O: 18.628 13.391 0.277
O: 16.680 14.364 0.448
H: 17.032 12.354 2.354
H: 16.999 14.119 2.981
H: 18.475 13.099 2.698
C: 15.261 10.678 -3.230
C: 15.390 11.191 -4.642
O: 14.461 11.734 -5.216
O: 16.546 11.083 -5.083
H: 15.998 9.907 -3.006
H: 14.254 10.305 -3.043
H: 15.646 11.445 -2.558
C: 15.509 14.931 -9.546
C: 16.120 16.257 -10.047
O: 15.388 16.810 -10.868
O: 17.180 16.649 -9.535
H: 14.473 14.802 -9.858
H: 15.603 14.790 -8.469
H: 16.129 14.081 -9.832
C: 9.858 18.221 -5.613
C: 8.725 17.376 -6.228
O: 7.641 17.940 -6.481
O: 8.911 16.146 -6.305
H: 9.577 19.269 -5.502
H: 10.763 18.036 -6.191
H: 10.012 17.898 -4.583
C: 8.817 12.148 -11.913
C: 9.964 13.047 -11.360
O: 10.041 13.168 -10.084
O: 10.809 13.529 -12.092
H: 9.090 11.554 -12.785
H: 7.927 12.730 -12.150
H: 8.565 11.352 -11.211
C: 10.073 14.696 -3.074
C: 10.639 14.455 -1.712
O: 11.146 13.326 -1.470
O: 10.476 15.319 -0.842
H: 9.447 15.588 -3.102
H: 9.570 13.787 -3.404
H: 10.864 14.967 -3.773

Results
**Multiplicity**: 2
**M**: 1706.163 g mol⁻¹
**E_LUMO**: -3.00 eV
**Highest occupied orbital energy**: -5.998 eV
**Gap between HOMO and LUMO**: 0.11023 Ha